1.
{"formula": "C9H10ClNO2", "method": "ωB97M-V/def2-TZVPD", "symbols": ["Cl", "O", "O", "N", "C", "C", "C", "C", "C", "C", "C", "C", "C", "H", "H", "H", "H", "H", "H", "H", "H", "H", "H"], "positions_angstrom": [[-2.631, -1.801, -1.407], [0.524, -2.729, 2.674], [-1.265, -2.863, 1.475], [-0.319, -2.256, 1.929], [-0.578, 1.898, 0.771], [0.478, 1.473, 1.797], [-0.775, 0.942, -0.367], [-0.140, -0.910, 1.578], [-0.039, -1.639, -2.443], [0.291, 0.086, 2.324], [-0.896, -1.459, -1.215], [-0.671, -0.363, -0.301], [0.039, -2.626, -1.321], [0.778, -0.949, -2.587], [0.919, -2.613, -0.693], [1.469, 1.519, 1.333], [-0.297, 2.873, 0.371], [-0.540, -1.933, -3.352], [-0.392, -3.605, -1.456], [0.548, -0.093, 3.363], [-1.542, 2.015, 1.275], [0.469, 2.184, 2.625], [-1.077, 1.385, -1.311]], "forces_ev_per_angstrom": [[0.053, -0.110, -0.078], [0.075, -0.264, 0.183], [-0.176, 0.007, -0.159], [0.222, -0.814, 0.718], [0.180, -0.066, 0.233], [-0.220, 0.121, -0.318], [0.016, 0.120, -0.267], [-1.238, 2.953, -4.882], [0.007, 0.070, -0.145], [0.012, -0.588, 0.472], [-0.285, -0.396, -0.567], [1.476, -1.104, 4.670], [0.064, 0.071, 0.095], [0.038, 0.072, 0.086], [0.034, 0.090, 0.079], [0.010, 0.055, 0.052], [-0.083, 0.012, 0.024], [-0.102, -0.048, -0.010], [-0.155, 0.003, -0.024], [0.071, -0.137, 0.033], [-0.018, 0.089, 0.000], [0.065, -0.056, -0.049], [-0.045, -0.081, -0.149]], "homo_energy_ev": -9.73, "orbital_gap_ev": 9.502, "total_energy_ha": -1014.15065, "de_lowest_ev": 7.009, "e_lumo_ha": -0.0083}

***

2.
{"formula": "C25H51NO9S4", "method": "ωB97M-V/def2-TZVPD", "symbols": ["S", "S", "S", "S", "O", "O", "O", "O", "O", "O", "O", "O", "O", "N", "C", "C", "C", "C", "C", "C", "C", "C", "C", "C", "C", "C", "C", "C", "C", "C", "C", "C", "C", "C", "C", "C", "C", "C", "C", "H", "H", "H", "H", "H", "H", "H", "H", "H", "H", "H", "H", "H", "H", "H", "H", "H", "H", "H", "H", "H", "H", "H", "H", "H", "H", "H", "H", "H", "H", "H", "H", "H", "H", "H", "H", "H", "H", "H", "H", "H", "H", "H", "H", "H", "H", "H", "H", "H", "H", "H"], "positions_angstrom": [[-5.028, 4.794, 0.708], [5.784, -3.117, -0.122], [-1.340, -2.600, -5.413], [3.593, 1.463, 1.383], [-1.271, -1.205, -5.102], [-4.201, 5.188, -0.393], [6.234, -1.960, 0.621], [2.826, 0.265, 1.633], [-2.477, -3.083, -6.139], [6.738, -4.085, -0.579], [-5.381, 3.410, 0.881], [2.875, 2.573, 0.815], [0.241, -0.059, 0.358], [-0.845, -0.632, 1.094], [-5.513, 6.176, 2.923], [4.449, 2.008, 2.862], [5.746, 2.669, 2.397], [-0.535, 0.978, 2.826], [3.258, -3.090, 0.492], [-6.178, 6.907, 1.754], [-0.846, -2.647, -0.276], [-2.823, -2.038, 1.039], [1.021, -3.820, -5.334], [5.101, 1.098, 0.514], [-2.609, -0.263, 2.705], [-1.665, -1.460, 0.212], [-3.621, -1.027, 1.858], [6.141, 2.094, 1.004], [3.309, -3.020, -1.036], [-0.950, -3.554, -3.949], [-2.233, -0.803, -1.071], [-2.118, 1.547, 1.001], [-4.346, 5.436, 2.264], [-1.551, 0.406, 1.843], [0.129, -3.115, -6.329], [4.705, -2.538, -1.447], [-6.500, 5.844, 0.708], [4.515, -3.850, 0.881], [0.024, -4.583, -4.426], [0.025, -2.264, -0.814], [3.239, -2.106, 0.967], [1.638, -4.594, -5.795], [-0.495, -5.336, -5.017], [-7.380, 5.239, 0.919], [5.068, -2.829, -2.427], [-1.389, -3.223, -1.025], [0.373, 1.388, 2.363], [-0.542, -2.878, -3.196], [0.530, -2.258, -6.862], [1.663, -3.090, -4.851], [-7.029, 7.532, 2.023], [-4.226, -0.358, 1.250], [2.483, -2.425, -1.421], [-5.487, 7.585, 1.240], [4.767, -3.800, 1.935], [4.740, -1.448, -1.381], [-3.675, 6.216, 1.905], [-6.236, 5.522, 3.412], [0.959, 0.022, 1.017], [-4.200, -1.674, 2.518], [-5.089, 6.867, 3.652], [-0.209, -3.843, -7.068], [3.251, -4.068, -1.356], [5.408, 0.100, 0.834], [4.732, 1.071, 3.347], [6.280, 2.891, 0.272], [5.543, 3.722, 2.202], [3.755, 2.601, 3.447], [-3.284, -0.510, -0.978], [4.889, 1.106, -0.552], [-3.178, 0.487, 3.266], [2.374, -3.609, 0.840], [-2.292, -2.624, 1.801], [0.569, -5.032, -3.595], [-1.848, -3.947, -3.468], [-1.660, 0.071, -1.374], [-2.278, -1.520, -1.894], [-1.254, 2.077, 0.600], [-2.819, 2.189, 1.530], [-3.870, 4.607, 2.774], [-6.590, 6.268, -0.289], [7.106, 1.586, 0.972], [6.545, 2.544, 3.117], [4.369, -4.884, 0.560], [-0.136, 0.205, 3.489], [-2.682, 1.159, 0.159], [-3.492, -2.643, 0.429], [-0.966, 1.819, 3.373], [-0.466, -3.274, 0.533], [-2.195, -0.939, 3.456]], "forces_ev_per_angstrom": [[-0.421, -0.034, 0.489], [0.005, 0.250, 0.479], [0.449, 0.220, -0.581], [0.018, 0.416, 0.310], [0.117, 0.529, 0.279], [0.386, 0.129, -0.300], [0.250, 0.152, -0.152], [0.071, -0.403, 0.130], [-0.475, -0.474, 0.200], [0.092, -0.120, -0.203], [-0.132, -0.119, 0.036], [0.310, 0.237, -0.226], [-0.143, -0.002, 0.063], [-0.030, -0.501, 0.088], [0.408, 0.202, -0.087], [0.471, -0.955, -0.174], [-0.534, 0.536, -1.014], [0.913, 0.487, 0.059], [0.132, 0.544, 0.278], [-0.054, 0.237, -0.449], [1.001, 0.191, -0.247], [0.642, 0.496, 0.631], [-0.211, -0.739, -0.271], [-0.134, -0.343, 0.141], [-1.388, 0.108, -0.121], [-0.783, -0.479, -1.001], [0.958, -0.771, 0.079], [0.498, 0.052, -0.652], [0.182, -0.700, 0.170], [-0.928, 0.170, 0.901], [-0.426, 0.289, -0.158], [0.133, -0.417, -0.590], [-0.595, 0.269, -0.878], [0.440, 0.480, 1.090], [-0.168, -0.263, -0.580], [-0.376, 0.829, 0.386], [-0.177, -0.009, -0.131], [-0.660, -0.557, -0.252], [1.094, 0.484, 0.333], [0.131, 0.066, 0.047], [0.045, 0.077, -0.202], [0.219, 0.381, -0.254], [0.131, -0.197, 0.030], [0.092, -0.072, 0.183], [-0.013, -0.328, 0.060], [-0.248, -0.229, 0.381], [-0.379, 0.084, -0.309], [0.316, 0.168, -0.321], [0.103, 0.115, 0.200], [-0.015, -0.158, 0.564], [-0.158, -0.288, 0.119], [-0.240, -0.046, 0.047], [0.149, -0.045, -0.282], [0.213, 0.039, 0.451], [0.267, 0.055, -0.004], [0.154, -0.049, -0.002], [0.507, -0.310, 0.284], [0.110, -0.103, 0.041], [-0.271, -0.225, -0.483], [-0.661, 0.500, -0.018], [-0.262, 0.014, 0.126], [-0.213, 0.125, -0.029], [-0.472, 0.167, -0.343], [-0.312, -0.110, -0.181], [-0.425, 0.073, 0.321], [-0.303, 0.182, 0.161], [0.214, 0.109, 0.479], [0.100, 0.061, 0.157], [0.150, 0.238, 0.298], [0.074, 0.054, -0.040], [0.362, 0.223, 0.001], [-0.198, -0.147, -0.030], [-0.415, -0.529, -0.180], [-0.237, -0.249, -0.015], [-0.174, -0.095, -0.463], [0.083, -0.115, -0.163], [0.369, 0.054, 0.001], [-0.274, 0.372, -0.040], [0.297, 0.139, 0.304], [0.088, 0.110, 0.187], [0.017, -0.101, -0.065], [-0.040, -0.053, 0.468], [-0.025, 0.122, 0.139], [0.359, -0.067, 0.128], [-0.411, 0.009, 0.223], [-0.045, 0.096, -0.024], [0.260, -0.222, -0.129], [-0.099, -0.240, 0.245], [-0.201, -0.043, 0.039], [0.346, -0.030, -0.180]], "smiles": "CC1(C)CCCC(C)(C)N1O.O=S1(=O)CCCC1.O=S1(=O)CCCC1.O=S1(=O)CCCC1.O=S1(=O)CCCC1", "homo_energy_ev": -8.01, "orbital_gap_ev": 8.435, "total_energy_ha": -3307.72601, "de_lowest_ev": 0.000, "e_lumo_ha": 0.0155}

***

3.
{"formula": "C45H59N6O3PRe", "method": "ωB97M-V/def2-TZVPD", "symbols": ["Re", "P", "O", "O", "O", "N", "N", "N", "N", "N", "N", "C", "C", "C", "C", "C", "C", "C", "C", "C", "C", "C", "C", "C", "C", "C", "C", "C", "C", "C", "C", "C", "C", "C", "C", "C", "C", "C", "C", "C", "C", "C", "C", "C", "C", "C", "C", "C", "C", "C", "C", "C", "C", "C", "C", "C", "H", "H", "H", "H", "H", "H", "H", "H", "H", "H", "H", "H", "H", "H", "H", "H", "H", "H", "H", "H", "H", "H", "H", "H", "H", "H", "H", "H", "H", "H", "H", "H", "H", "H", "H", "H", "H", "H", "H", "H", "H", "H", "H", "H", "H", "H", "H", "H", "H", "H", "H", "H", "H", "H", "H", "H", "H", "H", "H"], "positions_angstrom": [[-0.305, 0.094, 0.097], [-2.335, 1.367, 0.830], [1.700, -0.612, -0.331], [-1.301, -3.128, -2.233], [1.756, 3.094, -1.846], [-1.056, -1.825, -0.442], [0.651, 2.027, -0.222], [1.350, -1.321, 1.776], [-0.207, 0.184, -1.913], [3.414, -1.940, 2.428], [1.670, -2.192, 3.958], [-1.198, -3.215, 0.127], [-1.862, 1.562, 5.418], [-2.634, 2.913, -0.183], [-3.351, -3.927, 3.778], [-5.144, 3.319, -0.639], [0.419, 0.039, -4.586], [-4.891, 3.267, -2.141], [2.147, 4.334, 3.899], [1.000, 2.115, -1.486], [-2.933, -4.480, 1.471], [-4.928, 1.014, 2.008], [2.139, 3.809, -0.633], [4.529, -2.391, 3.258], [-2.427, -2.892, 3.691], [2.150, -1.100, 0.750], [3.571, -1.469, 1.066], [-2.447, 2.764, -1.704], [2.136, -1.839, 2.777], [-1.003, 0.823, 3.189], [-0.560, -0.893, -2.622], [-1.818, 0.402, 4.409], [-3.898, 3.729, 0.140], [-1.665, 1.999, 2.435], [-1.761, -2.656, 2.500], [0.546, 1.136, -2.470], [1.732, 3.223, 1.798], [2.507, 2.152, 2.223], [-4.428, -0.260, -0.131], [-2.576, 2.823, 3.356], [-3.588, -4.727, 2.671], [-1.655, -4.002, -1.114], [0.869, 1.112, -3.818], [-6.329, 0.460, 1.688], [-5.433, -1.371, 0.186], [-3.702, 2.377, -2.485], [2.924, 3.261, 4.318], [1.140, 3.292, 0.419], [1.551, 4.314, 2.646], [3.099, 2.170, 3.480], [-2.025, -3.429, 1.370], [-1.037, -1.969, -1.754], [-3.838, 0.316, 1.167], [-0.276, -1.002, -3.974], [-1.892, 2.931, 4.720], [-6.312, -1.033, 1.401], [3.951, -2.247, 0.398], [-0.863, 2.666, 2.105], [2.657, 1.303, 1.564], [-5.781, 2.919, -2.665], [-3.537, 2.334, 3.508], [3.710, 1.336, 3.802], [-3.126, -5.142, 0.637], [-1.155, -4.956, -1.253], [-0.567, -1.894, -4.516], [-2.103, 3.734, -2.078], [-0.011, 1.127, 3.521], [-4.711, 4.281, -2.512], [-3.636, -0.635, -0.789], [-2.216, -2.289, 4.566], [-6.747, 0.979, 0.822], [3.404, 3.286, 5.287], [-4.913, -2.308, 0.361], [-4.102, 3.733, 1.210], [4.723, -1.685, 4.067], [-6.060, -1.533, -0.694], [-0.877, 3.310, 4.580], [-3.864, -4.122, 4.710], [-2.738, 1.442, 6.057], [2.280, -2.619, 4.641], [-2.735, -4.142, -1.149], [2.075, 4.877, -0.818], [-5.499, 2.341, -0.301], [-5.959, -1.573, 2.286], [1.464, 1.910, -4.244], [2.013, 5.195, 4.540], [-1.655, 2.043, -1.915], [-6.988, 0.681, 2.527], [-7.331, -1.384, 1.241], [-0.850, -0.041, 2.498], [3.173, 3.547, -0.403], [-3.485, 2.457, -3.552], [4.337, -3.380, 3.676], [-2.408, 3.663, 5.339], [-3.429, -0.525, 1.737], [-2.766, 3.810, 2.937], [4.240, -0.606, 0.996], [-5.937, 4.033, -0.420], [-4.946, 2.090, 1.848], [0.962, 5.165, 2.320], [-0.175, -3.502, 0.399], [-1.384, -0.482, 4.878], [-1.002, 1.510, 6.088], [-4.727, 0.839, 3.066], [-3.957, 1.331, -2.287], [-0.995, -1.889, 2.432], [-1.781, 3.502, 0.179], [-3.666, 4.764, -0.128], [5.419, -2.457, 2.639], [-4.279, -5.556, 2.734], [-2.832, 0.136, 4.095], [0.656, -0.010, -5.642], [-4.947, 0.536, -0.664], [0.680, -2.191, 4.147], [0.276, 3.965, 0.442]], "forces_ev_per_angstrom": [[0.464, -0.959, -0.688], [-0.781, 1.062, 0.403], [-0.614, 0.625, 0.043], [0.108, 0.296, -0.180], [-0.171, -0.214, -0.393], [0.523, 1.424, 1.019], [-0.382, -1.120, 0.121], [-0.253, 0.236, -0.701], [0.194, -0.195, 0.035], [-0.171, 0.088, -0.133], [0.024, -0.002, -0.097], [0.165, -0.384, 0.003], [0.027, 0.043, 0.102], [0.335, -0.229, -0.160], [0.024, -0.028, -0.063], [0.028, -0.203, -0.029], [0.041, 0.023, 0.036], [-0.011, 0.225, -0.065], [0.026, 0.024, 0.007], [-0.038, 0.440, 0.294], [0.113, 0.131, -0.178], [-0.269, 0.056, 0.164], [0.177, 0.177, 0.504], [0.081, -0.077, 0.250], [-0.033, -0.042, 0.081], [0.252, -0.452, 0.953], [-0.032, 0.010, -0.268], [-0.101, 0.001, -0.058], [0.469, -0.125, 0.398], [0.075, 0.161, -0.083], [-0.027, 0.009, -0.330], [-0.052, -0.020, -0.069], [-0.215, 0.075, 0.059], [0.260, -0.127, -0.260], [0.129, 0.069, -0.101], [0.073, -0.014, -0.373], [-0.180, -0.135, 0.143], [0.003, -0.100, -0.025], [-0.013, 0.063, 0.096], [-0.202, -0.006, 0.209], [-0.098, -0.008, 0.072], [-0.251, -0.208, 0.528], [-0.061, 0.080, 0.064], [0.006, -0.033, -0.295], [-0.176, -0.024, -0.104], [-0.016, -0.077, 0.060], [-0.031, 0.056, -0.008], [0.039, 0.376, 0.021], [-0.033, -0.023, -0.062], [-0.040, -0.110, -0.069], [-0.216, 0.133, 0.068], [-0.115, -0.406, -0.117], [0.323, -0.478, -0.507], [-0.137, -0.031, 0.139], [0.085, -0.002, -0.024], [-0.036, -0.132, 0.255], [-0.006, 0.002, 0.014], [0.047, 0.043, 0.012], [0.063, 0.043, -0.032], [-0.006, -0.033, 0.027], [0.071, 0.154, -0.088], [0.027, 0.022, 0.005], [-0.039, -0.006, 0.004], [0.056, 0.056, -0.090], [0.001, 0.027, -0.037], [0.016, 0.029, 0.051], [0.172, 0.014, -0.051], [0.068, -0.026, 0.020], [-0.032, -0.006, -0.077], [-0.080, -0.098, -0.075], [-0.013, 0.037, 0.060], [-0.019, -0.004, 0.004], [0.179, -0.193, 0.072], [0.056, 0.111, -0.035], [-0.027, 0.013, -0.035], [0.051, 0.060, -0.008], [0.064, 0.033, 0.004], [0.003, -0.016, -0.005], [-0.030, -0.003, -0.056], [-0.053, 0.016, 0.059], [0.020, 0.089, -0.120], [-0.091, -0.032, -0.091], [-0.036, 0.155, 0.027], [0.079, 0.047, 0.012], [0.014, -0.025, -0.014], [0.016, -0.015, 0.008], [-0.080, 0.134, -0.034], [0.009, 0.047, 0.006], [0.029, -0.007, -0.040], [0.022, 0.058, 0.071], [-0.049, -0.107, -0.067], [0.003, -0.070, -0.010], [-0.046, -0.009, -0.073], [-0.019, -0.015, -0.009], [0.075, -0.062, 0.091], [0.034, -0.012, -0.046], [-0.038, 0.006, -0.009], [-0.025, -0.027, 0.030], [0.036, -0.083, 0.087], [-0.021, -0.012, 0.025], [0.048, 0.052, -0.212], [-0.010, 0.089, -0.020], [0.024, -0.009, -0.061], [0.038, 0.001, -0.060], [0.037, 0.028, -0.058], [-0.154, -0.151, 0.091], [-0.024, -0.067, 0.066], [0.090, -0.015, 0.021], [-0.013, -0.015, -0.020], [-0.010, 0.019, 0.019], [0.056, -0.086, 0.027], [-0.019, 0.004, 0.001], [0.131, -0.066, -0.048], [-0.007, 0.018, -0.045], [0.026, -0.057, 0.025]], "s2": 0.77, "homo_energy_ev": [-18.75, -18.75], "orbital_gap_ev": [4.584, 5.045], "charge": 4, "multiplicity": 2, "total_energy_ha": -2722.70110, "de_lowest_ev": 0.499, "e_lumo_ha": [-0.5205, -0.5037]}